Computed, not measured: C15H35O17P2V as an isolated structure at a distorted geometry, with wB97M-V/def2-TZVPD.

Calculated total energy in Ha: -3498.566126
Orbital gap in eV: 8.499
HOMO in eV: -9.902
Energy above the lowest of the compared OMol25 structures with the same formula, charge and spin in kcal/mol: 0.00

Geometry as ORCA input:
```
! wB97M-V def2-TZVPD RIJCOSX def2/J DEFGRID3
* xyz 0 1
O -2.177 -0.030 3.623
V -0.842 -0.338 2.819
O 0.027 -1.486 3.448
O -0.055 0.720 -1.069
C -0.227 0.442 0.225
O 0.707 -0.034 0.929
O -1.344 0.541 0.791
H 0.878 0.460 -1.207
C -0.685 -5.012 -0.376
O -0.803 -3.857 0.458
P -2.179 -3.242 0.874
O -2.054 -2.049 1.746
O -2.986 -2.895 -0.462
C -2.308 -2.326 -1.570
O -2.969 -4.472 1.460
C -4.177 -4.237 2.172
H -0.309 -5.868 0.191
H 0.138 -4.829 -1.069
H -1.637 -5.251 -0.843
H -2.131 -1.252 -1.431
H -2.877 -2.395 -2.492
H -1.302 -2.731 -1.699
H -4.280 -4.801 3.102
H -5.059 -4.518 1.598
H -4.254 -3.205 2.521
C 3.378 2.428 -1.459
O 4.058 1.222 -1.888
P 3.543 0.429 -3.168
O 3.303 1.229 -4.375
O 2.267 -0.314 -2.610
C 1.650 -1.431 -3.229
O 4.645 -0.687 -3.349
C 5.807 -0.406 -4.108
H 2.663 2.061 -0.716
H 2.806 2.862 -2.277
H 4.057 3.107 -0.958
H 0.797 -1.158 -3.860
H 1.160 -2.048 -2.475
H 2.372 -1.967 -3.840
H 6.612 -1.024 -3.708
H 6.168 0.623 -4.115
H 5.674 -0.705 -5.150
O 6.708 3.663 2.573
C 5.849 3.924 1.790
O 4.875 3.092 1.387
C 4.972 1.745 1.888
C 3.631 1.218 2.333
C 5.815 5.282 1.127
H 5.635 1.625 2.747
H 5.437 1.188 1.075
H 2.996 0.938 1.488
H 3.139 1.793 3.114
H 3.731 0.226 2.791
H 4.991 5.407 0.425
H 6.734 5.434 0.571
H 5.643 5.941 1.977
O -7.639 2.194 0.880
C -7.082 1.382 0.167
O -5.812 1.063 0.247
C -4.970 1.615 1.252
C -5.401 1.272 2.673
C -7.836 0.651 -0.914
H -4.860 2.698 1.169
H -3.948 1.269 1.106
H -6.337 1.777 2.897
H -4.612 1.529 3.381
H -5.519 0.197 2.825
H -7.743 1.060 -1.915
H -8.891 0.668 -0.644
H -7.560 -0.406 -0.870
*
```